Computed, not measured: 40 unconnected molecules or ions with the total composition H80O40, with the ωB97M-V functional and the def2-TZVPD basis.

The geometry in XYZ format:
```
120
Properties=species:S:1:pos:R:3:forces:R:3:lowdin_charge:R:1
H 2.04638 3.14574 -3.72980 0.5 0.2 0.9 0.029
H 2.68410 3.26214 -4.97657 1.0 0.3 0.0 0.062
O 2.95111 3.34092 -4.04024 -1.5 -0.1 -1.0 -0.053
H -1.32568 -1.31538 3.74988 0.8 -0.1 0.0 -0.002
H -0.36862 -1.56095 2.51311 0.1 0.4 0.1 0.030
O -0.93614 -1.97966 3.16366 -0.5 -0.7 -0.1 -0.021
H 0.89050 -3.78549 -4.30182 0.3 0.7 -0.4 0.085
H 0.86162 -4.11816 -2.90429 0.8 0.4 0.6 0.027
O 1.31831 -3.46395 -3.49307 -1.6 -1.1 -0.2 -0.084
H -1.29384 0.95363 -3.75877 -0.7 -0.4 0.3 0.026
H -1.77789 1.40552 -2.28867 0.0 -1.0 0.1 0.006
O -1.25924 1.61385 -3.06770 0.5 0.9 -0.5 -0.043
H 6.19228 -1.58199 -1.88135 0.0 0.0 0.1 0.025
H 5.38402 -2.72943 -2.52269 -0.1 -0.2 -0.2 0.005
O 5.67971 -2.36810 -1.67922 -0.2 -0.1 0.2 -0.049
H 0.53795 1.41086 1.37861 0.1 0.0 0.3 0.054
O -0.05359 0.88901 1.93826 -0.4 -0.5 0.0 -0.047
H -3.20205 -2.39594 0.31499 0.5 0.1 -0.6 0.042
O -2.44130 -2.68310 -0.25103 -2.3 -0.6 0.5 -0.118
H 1.74203 2.98256 -1.41409 -0.1 -0.1 -0.5 0.037
H 0.36030 3.72088 -1.78656 0.5 -0.3 -0.4 0.023
O 1.01171 3.51415 -1.09779 -0.5 0.3 0.4 -0.037
H 3.04067 -2.60030 2.00030 1.1 -1.4 0.2 0.021
H 3.97733 -2.44069 3.48066 0.4 -1.1 -0.8 0.069
O 3.29063 -2.24707 2.84765 -1.8 1.6 0.1 -0.055
H -2.34136 2.61908 1.74746 0.0 -0.5 0.3 0.009
H -3.26749 3.73963 1.31437 -0.1 -0.1 0.1 0.059
O -2.34684 3.54869 1.51865 0.6 0.2 -1.1 -0.063
H -0.22343 -0.99729 -2.76146 -0.3 -0.2 -0.3 0.020
H 1.16979 -1.47774 -3.14895 0.0 -0.3 -0.4 0.025
O 0.53992 -0.76906 -3.31036 -0.7 0.3 0.4 -0.085
H -2.02561 5.68854 1.64212 0.1 -1.0 -0.7 0.015
O -1.61597 6.11103 0.88694 0.5 2.0 0.2 -0.048
H 2.01584 0.88158 -4.62883 0.2 -0.3 -0.1 0.005
H 3.29077 1.31340 -3.82482 -1.5 -0.8 -0.2 0.059
O 2.52798 0.65651 -3.84068 1.9 1.1 0.3 -0.100
H -2.28278 -1.02012 5.53530 -0.1 0.0 1.0 0.057
H -1.41852 0.04281 6.35962 0.0 -0.3 0.2 0.064
O -1.68717 -0.26817 5.49597 -0.8 -0.1 -1.0 -0.044
H 0.18723 0.43282 3.61519 0.6 -1.2 -0.8 -0.010
H 1.03905 -0.47967 4.91099 -0.6 -1.0 -1.0 0.020
O 0.57975 0.22195 4.46339 0.5 2.5 1.7 -0.071
H 1.53167 4.10228 0.83355 -1.3 0.5 -0.1 0.036
H 0.01182 4.55853 1.33594 0.3 0.0 -0.8 -0.004
O 0.88997 4.23331 1.55137 0.9 -0.5 1.5 -0.063
H -2.93885 3.29588 3.79242 -0.1 -0.7 -0.3 0.024
H -3.76096 4.45020 3.69499 -0.8 0.2 -0.2 0.050
O -3.85276 3.50170 3.53454 0.4 0.5 1.2 -0.065
H -5.07151 -1.28476 1.94193 0.1 0.0 -0.2 0.047
H -3.59924 -0.71539 1.96779 -0.6 0.1 -0.1 -0.005
O -4.27139 -1.16483 1.42096 0.5 -0.3 -0.1 -0.078
H -1.46731 -4.15341 0.67925 -0.3 0.3 -0.1 -0.007
O -1.77849 -4.44236 1.54303 0.4 -0.3 0.4 -0.067
H -0.16205 -1.24386 0.03098 0.4 0.1 -0.1 0.028
H 0.17801 -2.29563 -1.01208 0.1 0.1 0.1 0.039
O -0.18822 -2.19748 -0.12186 1.8 -0.1 -0.1 -0.044
H 4.41860 -0.78238 2.55020 -0.7 0.8 0.3 -0.001
O 4.66434 -0.17232 3.25790 1.4 0.4 0.5 -0.071
H 1.71396 1.64513 3.94799 0.3 0.0 0.0 -0.003
H 1.50717 2.86527 3.07335 0.6 -0.1 -0.1 -0.006
O 2.21593 2.26454 3.38145 -0.7 0.2 0.0 -0.085
H 2.29281 -1.57737 4.69007 0.3 -0.5 -0.7 0.003
H 1.39441 -2.84758 4.52156 0.1 0.4 -0.3 0.039
O 1.91993 -2.33611 5.14344 -0.3 0.1 1.3 -0.054
H 1.64137 -5.22453 -1.15790 -0.1 0.1 0.5 0.040
H 0.07941 -5.16090 -0.95967 0.2 -0.2 0.3 0.056
O 0.78584 -5.27748 -1.59958 -0.3 -0.1 -0.7 -0.031
H -0.32468 0.97940 -0.59856 -1.1 -0.3 0.1 0.008
H -1.35020 2.05260 -0.35813 -0.3 0.0 0.4 0.044
O -1.32007 1.08533 -0.42978 0.8 0.5 -0.3 -0.094
H 1.07537 0.49141 -1.81410 0.4 -0.5 0.6 0.046
H 2.04162 0.07953 -0.55915 -1.1 0.1 -0.1 0.035
O 1.10415 0.32917 -0.83977 0.6 0.3 -0.5 -0.101
H -0.14948 0.48160 -6.45222 -0.6 -0.2 0.6 0.058
H 0.21364 0.57594 -4.82272 -0.9 -0.8 -0.1 -0.015
O 0.46669 0.64953 -5.74219 1.6 0.9 -0.6 -0.042
H 3.70492 0.06619 -1.04902 1.0 0.0 0.7 0.014
H 3.53624 -1.37708 -0.62736 0.5 0.3 0.1 0.044
O 3.52488 -0.47799 -0.26056 -0.7 -0.3 -0.2 -0.024
H 4.05501 -0.00421 -2.71390 0.8 -0.3 -1.3 0.023
H 5.64316 0.45907 -2.78425 -0.3 -0.4 -0.5 0.076
O 4.79242 0.49791 -2.35055 -0.3 0.9 0.9 -0.038
H -5.11007 -4.12684 1.13621 -0.7 0.0 -0.8 0.058
H -3.79027 -4.41501 0.71064 0.6 -0.3 -0.7 0.008
O -4.66953 -4.36170 0.29769 0.2 0.1 1.4 -0.064
H 3.38953 -4.52566 -3.52315 -0.1 0.1 0.0 0.034
H 3.18783 -3.11186 -4.03308 0.0 -0.3 0.2 0.017
O 3.87047 -3.72631 -3.74454 1.0 0.3 -0.1 -0.059
H 4.79025 2.37802 0.89221 0.3 -0.1 0.0 0.021
O 5.31552 3.18330 0.99621 -0.5 -0.2 -0.1 -0.059
H -6.05392 -2.54399 -0.84865 -1.0 -1.3 1.2 -0.005
H -6.01927 -1.25096 -0.73643 -0.5 0.6 1.8 0.059
O -6.25988 -1.97012 -0.09199 0.2 0.9 -2.4 -0.094
H -1.48718 -3.70232 2.10398 -0.3 -0.2 0.1 0.012
H -0.78236 0.61870 1.35209 0.2 0.5 0.0 0.018
H 3.97712 0.44954 3.51474 -0.3 -0.2 -0.7 0.014
H -2.08849 -1.94831 -0.74096 -0.1 0.6 0.3 0.009
H -1.43878 5.61568 0.08924 -0.5 -0.8 0.4 0.029
H 4.79028 3.65996 1.64770 0.2 0.2 0.1 0.030
O -2.87180 0.60344 2.74561 -0.4 0.6 -0.3 -0.031
H -2.09252 0.22757 3.16205 -0.1 0.5 0.7 0.014
H -3.51408 0.94437 3.39618 0.8 -0.3 0.0 0.088
O -2.22350 -2.05194 -2.79688 1.4 0.6 -0.9 -0.059
H -2.94552 -1.43415 -2.65155 -0.4 -0.5 0.1 0.029
H -2.37317 -2.82275 -2.24575 -0.5 0.0 0.2 0.024
O -0.86552 4.27402 -3.59407 0.9 0.4 1.1 -0.041
H -1.81963 4.20514 -3.55184 0.0 0.0 -0.9 0.014
H -0.50535 4.39548 -4.47171 -0.7 0.0 -0.3 0.048
O -4.01650 3.54662 -2.77017 0.5 0.5 -0.1 -0.046
H -4.64449 2.84386 -2.58887 0.2 -0.2 0.1 0.042
H -3.15455 3.31555 -2.38931 -0.7 -0.4 0.0 0.008
O -4.85005 -2.17976 -2.35329 -0.4 0.2 -0.3 -0.050
H -5.19127 -2.72658 -3.07175 0.2 -0.1 0.2 0.085
H -4.74275 -2.73345 -1.56570 0.7 -0.4 -0.3 0.023
O 2.60138 -4.04289 0.32856 -0.9 1.3 -0.3 -0.033
H 1.70650 -3.65109 0.39852 -0.1 -0.6 0.4 0.038
H 2.98310 -3.27329 -0.11804 0.8 -0.5 -0.2 0.034
O -0.51858 4.01050 4.74664 -0.3 0.0 0.0 -0.041
H 0.05104 4.70808 4.40628 0.1 0.0 -0.1 0.042
H -1.25363 4.47732 5.15550 0.1 0.1 0.2 0.029
```
Positions in Å, forces in eV/Å.

Results
* energy relative to the best compared isomer or geometry (same formula, charge and spin): 204.7 kcal per mole
* energy: -3057.43110 a.u.
* Kohn-Sham gap: 9.63 eV
* multiplicity: 1
* HOMO: -10.12 eV
* strongest force on any atom: 3.12 eV/Å

Computed, not measured: 40 unconnected molecules or ions with the total composition H80O40, with the ωB97M-V functional and the def2-TZVPD basis.

The geometry in XYZ format:
```
120
Properties=species:S:1:pos:R:3:forces:R:3:lowdin_charge:R:1
H 0.63997 5.21389 -1.84007 -0.1 0.2 -0.8 -0.008
H 1.44549 6.13352 -2.59910 0.2 0.7 -0.4 0.044
O 0.56962 6.10260 -2.20700 0.4 -0.5 0.4 -0.026
H -0.81960 -0.87027 4.12687 0.1 -0.5 0.6 -0.009
H 0.56494 -1.29493 4.50490 -0.7 -0.5 -0.2 0.089
O -0.32436 -1.66862 4.30892 1.8 1.0 0.5 -0.027
H -1.14797 3.59468 -1.08888 0.3 0.4 -0.1 0.073
H -0.04336 4.66247 -0.74752 -0.6 -0.2 0.4 0.029
O -0.94961 4.38647 -0.56010 0.0 -0.8 0.3 -0.033
H 3.83045 3.66974 2.14512 0.3 -0.3 -0.3 0.062
H 3.55047 2.24953 2.61071 0.2 -0.2 -0.4 -0.011
O 3.80474 2.75111 1.82713 -0.4 0.8 0.3 -0.040
H 3.65533 1.62357 4.36274 -0.3 0.2 0.3 0.002
H 4.06527 0.16936 4.38924 0.2 -0.1 0.3 0.038
O 4.41167 1.06385 4.51657 0.0 -0.4 -0.3 -0.018
H -3.24084 3.08244 -4.96781 0.9 0.4 -0.1 0.059
O -2.38564 2.67006 -5.17003 -0.7 -0.8 0.1 -0.040
H 2.27387 3.24517 -4.79995 -0.5 -0.5 -0.2 0.030
O 1.74679 4.00945 -4.53376 1.0 0.2 0.4 -0.067
H 0.50176 0.77087 -5.36958 0.6 -0.3 0.5 0.026
H -0.31430 0.12073 -6.35093 -0.3 -0.9 -0.1 0.044
O 0.39409 -0.11961 -5.73761 0.0 0.9 -0.2 -0.063
H 0.68323 2.86007 4.74584 -0.1 -0.9 0.7 0.084
H 0.92101 4.27445 4.93990 0.2 0.5 0.9 0.098
O 0.59597 3.51518 5.46953 -0.5 0.6 -2.1 0.177
H 3.46983 -4.89884 -3.74974 0.3 -0.1 0.3 0.041
H 2.04395 -4.76380 -3.36708 -0.2 0.1 0.4 0.013
O 2.91954 -4.81068 -2.96089 0.0 -0.1 -0.6 -0.071
H 4.90620 0.80045 0.92456 -0.5 0.0 0.0 0.021
H 6.23815 0.26294 1.24829 -0.1 -0.4 0.2 0.070
O 5.32242 -0.04239 1.14670 0.6 0.8 0.2 -0.059
H 5.79791 -0.53767 -0.98944 -0.2 0.3 0.3 -0.003
O 6.33215 -1.31736 -1.09316 0.4 -0.6 -0.9 -0.051
H -0.70889 -4.54590 -1.94555 0.5 0.5 -0.7 0.020
H -1.95008 -5.00300 -1.44161 -0.4 0.2 -1.0 0.075
O -1.60638 -4.62334 -2.28551 0.0 -2.1 1.3 -0.100
H -2.75262 5.80154 0.97738 -1.1 -0.2 0.1 0.032
H -3.16046 5.74542 2.58018 -0.7 0.7 -0.7 0.086
O -2.48065 5.68588 1.90456 1.4 -0.3 1.2 -0.014
H -3.41735 1.32268 3.06788 0.5 0.3 -0.6 -0.031
H -3.92718 1.41281 4.43773 -0.4 -0.1 0.3 0.053
O -4.08096 0.92850 3.61800 -0.2 0.1 0.7 -0.030
H 0.50342 -6.23232 -0.47411 0.8 0.1 0.4 0.033
H 2.01036 -6.10189 0.07801 -0.6 0.0 -0.5 0.027
O 1.30400 -6.70920 -0.18990 -0.2 -0.1 0.1 -0.052
H -1.72332 4.35828 4.20788 0.0 0.1 0.2 0.139
H -0.80897 3.66532 3.22825 -0.3 -0.1 -0.4 0.090
O -0.91671 4.53566 3.67862 0.7 -0.6 1.0 0.205
H -5.90537 -1.25179 -0.22902 0.1 0.0 0.1 0.060
H -4.88236 -1.25828 0.92311 -0.6 -0.2 -0.3 0.017
O -4.97179 -1.40244 -0.03167 0.3 0.3 0.2 -0.041
H 0.67335 -1.52600 -0.16305 0.0 0.2 0.3 -0.002
O -0.07928 -1.16523 -0.63974 -0.9 0.6 -0.2 -0.069
H -2.30708 -3.62878 4.32441 0.2 0.1 0.3 0.053
H -1.23101 -2.73697 3.56832 -0.9 -0.8 0.6 -0.034
O -1.87283 -3.46887 3.48933 -0.3 0.0 -1.0 -0.068
H -3.23850 2.72023 1.77855 0.3 0.5 -0.2 0.050
O -2.47311 3.07723 2.26433 0.5 1.1 0.7 -0.120
H -1.26130 -4.54356 -4.21059 -0.1 1.2 -0.6 0.037
H -0.84458 -3.27517 -5.24461 -1.2 -0.1 -0.2 0.028
O -0.59698 -3.97041 -4.64673 1.4 -0.8 0.6 -0.060
H -2.03345 -0.51471 -2.93272 -0.1 0.3 0.3 0.027
H -0.77128 -0.68106 -3.54253 0.8 0.4 0.1 0.028
O -1.18779 -0.02580 -2.96044 -0.6 -0.6 0.0 -0.070
H -3.23172 0.98388 -0.37275 -0.8 0.2 -0.2 0.067
H -2.03567 1.47758 0.26958 0.2 0.4 0.3 0.016
O -2.95217 1.75549 0.14156 0.4 -1.0 -0.5 -0.028
H -2.41604 0.05648 5.03590 0.4 1.1 -0.1 -0.028
H -3.01661 -0.90457 5.77255 -0.2 -0.4 1.2 0.063
O -2.45261 -0.14313 5.97797 -0.4 -0.5 -1.1 -0.040
H 1.08085 -5.01598 2.50779 -0.5 0.3 0.1 0.028
H 0.08139 -3.88164 2.97516 0.0 0.5 -0.4 -0.035
O 0.27218 -4.80718 2.99828 0.9 -1.5 0.3 -0.043
H 1.53637 -3.51137 -0.03423 -0.6 0.3 -0.2 0.060
H 2.02518 -3.52414 1.34699 0.2 0.3 0.6 0.053
O 1.34340 -3.09259 0.82511 0.8 -0.3 -0.6 -0.045
H -1.86297 0.25386 -4.57715 0.6 -0.6 -0.5 -0.018
H -2.93008 0.51987 -5.41272 -0.4 -0.3 -1.0 0.029
O -2.25372 -0.17053 -5.37167 -0.7 1.0 0.6 -0.091
H -0.88158 -3.13914 0.68816 -0.3 -0.5 -0.6 0.034
H -1.40261 -2.92778 -0.73222 0.3 0.4 -0.5 -0.017
O -1.31262 -3.59576 -0.06292 0.0 0.0 1.8 -0.063
H 0.55771 1.58143 1.43134 0.3 -0.2 -0.4 0.044
H -0.04909 1.91522 0.01202 0.6 0.1 0.4 0.052
O 0.40437 1.23448 0.53911 -0.8 0.7 0.0 -0.055
H -3.40404 -3.00292 -2.67803 -0.1 -0.1 0.3 0.071
H -2.59431 -2.00237 -1.79989 -0.5 0.0 0.9 0.006
O -2.65143 -2.41267 -2.65105 0.1 1.2 -1.1 -0.034
H -1.31216 0.13142 3.25648 -0.5 -0.2 -0.3 0.000
O -0.73537 0.89234 3.17761 -0.2 0.8 -0.4 -0.038
H 2.29118 0.92772 -0.81241 0.1 0.3 0.4 0.031
H 2.47990 2.33886 -0.27520 0.2 0.0 0.5 0.011
O 2.61137 1.80771 -1.05704 0.2 -0.4 -0.5 -0.048
H -0.12814 -0.19848 -0.57184 0.5 -0.9 0.2 0.007
H -1.64590 3.27456 -5.15697 -0.2 0.6 0.1 0.041
H -2.41573 4.09256 2.16754 -0.7 -1.5 -0.9 0.012
H 2.46494 4.49163 -4.08707 -0.5 0.2 -0.2 0.034
H 6.82094 -1.42464 -0.27904 -0.1 0.0 0.2 0.017
H -1.08722 1.21613 2.33163 0.2 0.3 0.2 0.015
O -3.55122 5.38960 -0.64202 1.6 0.1 0.5 -0.046
H -2.94569 6.13518 -0.81528 -0.7 0.1 -0.6 0.067
H -2.85126 4.69795 -0.61991 -0.9 0.2 -0.2 0.016
O 2.66934 0.18804 1.82188 -1.0 0.3 -0.2 -0.057
H 3.39361 -0.00897 2.41973 0.3 -0.7 -0.4 0.006
H 2.37499 -0.61755 1.35703 0.5 0.2 0.7 0.054
O 2.97932 -2.09336 -5.87085 -2.5 -0.6 1.0 -0.071
H 2.08639 -2.02007 -6.25900 0.6 0.9 -1.8 0.026
H 2.44784 -2.44089 -5.11854 1.8 -0.3 0.9 0.019
O 1.78185 0.99899 -3.58164 0.5 -1.1 0.5 -0.057
H 2.22023 1.05246 -2.71588 -0.2 0.8 -0.4 -0.003
H 1.95837 0.06493 -3.79442 -0.2 0.4 -0.6 0.040
O 2.82361 -2.55652 4.39298 0.1 0.7 -0.3 -0.053
H 3.49989 -3.17313 4.70607 -0.7 -0.1 0.1 0.058
H 1.92727 -2.88667 4.53431 0.5 -0.7 0.2 0.019
O -3.17912 -1.34016 2.50462 -0.5 0.3 -3.2 -0.069
H -3.39297 -0.73876 1.75527 0.1 1.6 1.4 0.019
H -3.22511 -1.99936 1.77392 0.9 -1.8 1.6 0.059
O 1.00472 -2.80949 -2.34600 0.8 0.5 -0.4 -0.049
H 0.38551 -2.46532 -2.99425 -0.8 -0.6 -0.1 0.016
H 1.63447 -2.07043 -2.35370 0.2 -0.5 0.4 0.053
```
Positions in Å, forces in eV/Å.

Results
* energy relative to the best compared isomer or geometry (same formula, charge and spin): 218.8 kcal per mole
* net charge: +1
* energy: -3056.95362 a.u.
* Kohn-Sham gap (alpha / beta): 7.69 / 1.60 eV
* multiplicity: 2
* HOMO (alpha / beta): -12.13 / -12.13 eV
* strongest force on any atom: 3.29 eV/Å
* <S²>: 0.759